Entry 1:
The following is a quantum chemistry calculation of a structure of composition C46H40AsBrF5LaN4O5PS in a non-equilibrium geometry, from OMol25.

gap between HOMO and LUMO: 6.2922 eV
ΔE to the lowest compared entry with this formula, charge and spin: 14.7 kcal/mol
total charge: -1
2S+1: 1

XYZ file:
```
105
Properties=species:S:1:pos:R:3:lowdin_charge:R:1
La -2.43157 -0.45703 -0.17674 1.802
C -5.43103 1.77960 -3.57924 -0.013
C -4.38664 1.26658 -2.62757 -0.287
N -4.57082 1.14811 -1.37483 -0.031
O -5.80449 1.49107 -0.91082 -0.030
C -3.05834 0.88988 -3.13998 -0.309
C -2.88981 0.61593 -4.60614 -0.032
N -2.09037 0.79430 -2.28884 -0.255
O -0.88295 0.51206 -2.73053 -0.352
H -6.28864 2.14012 -3.01970 0.069
H -5.76078 0.99252 -4.25897 0.084
H -5.01892 2.59630 -4.17401 0.083
H -5.69473 1.31011 0.04588 0.061
H -2.99197 1.52128 -5.20846 0.078
H -3.63769 -0.10818 -4.93540 0.080
H -1.89559 0.20314 -4.76194 0.063
F 1.42540 -5.49102 3.59158 0.096
C 0.74944 -4.34898 3.39722 -0.156
C 0.29805 -3.99507 2.14109 -0.156
F 0.52837 -4.80842 1.09490 0.092
C -0.37659 -2.80685 1.96000 -0.247
F -0.73307 -2.49414 0.69436 -0.031
C -0.68235 -1.91282 2.99365 -0.570
S -1.52820 -0.45229 2.75502 0.674
C -0.20807 -2.31803 4.25558 -0.247
F -0.43007 -1.54349 5.32053 0.075
C 0.49495 -3.48721 4.45316 -0.153
F 0.94284 -3.80530 5.67531 0.102
C -3.00880 2.61185 1.48188 -0.107
C -3.53383 1.22186 1.09992 -0.636
O -4.68137 0.93301 1.47856 -0.127
H -3.78962 3.21817 1.95586 0.066
H -2.61840 3.11203 0.58996 0.062
H -2.18476 2.46927 2.18702 0.036
C -0.93587 -4.65055 -2.60292 -0.029
C -1.39257 -3.32793 -2.22928 -0.187
N -1.76461 -2.28843 -1.92598 0.117
H -0.40650 -4.59069 -3.55211 0.085
H -1.78441 -5.32647 -2.69622 0.089
H -0.25605 -5.01848 -1.83520 0.085
Br -7.15321 -5.01706 3.93752 0.707
C -7.02555 -3.98256 2.34866 -0.662
C -8.17173 -3.71600 1.61646 -0.203
N -8.14710 -3.00629 0.49392 0.067
C -6.97277 -2.54737 0.06932 -0.070
C -5.77751 -2.77519 0.74004 -0.093
C -5.80344 -3.50690 1.91797 -0.038
C -4.47348 -2.24013 0.20768 -0.666
O -4.48344 -1.64493 -0.89765 -0.135
O -3.43949 -2.41317 0.89721 -0.156
H -9.13958 -4.07889 1.94337 0.096
H -6.96953 -1.96478 -0.84382 0.121
H -4.88072 -3.67315 2.45745 0.122
C 1.54116 1.57222 -1.52368 -0.360
C 3.02773 1.28123 -1.35571 -0.450
As 4.22327 2.77767 -1.83600 1.290
C 5.82088 2.11052 -0.89995 -0.420
C 6.01031 0.77242 -0.57000 -0.111
C 7.15310 0.36248 0.10513 -0.091
C 8.12754 1.28512 0.45144 -0.103
C 7.96017 2.62053 0.10816 -0.097
C 6.81907 3.02469 -0.56459 -0.135
C 3.66810 4.03709 -0.43654 -0.418
C 3.84044 3.77337 0.91915 -0.104
C 3.45756 4.70525 1.87046 -0.089
C 2.88179 5.90605 1.47990 -0.095
C 2.69143 6.17289 0.13235 -0.098
C 3.08823 5.24401 -0.81900 -0.137
P 0.45439 0.30146 -0.66118 1.013
C 1.34006 -1.18230 -1.30940 -0.347
C 1.40087 -1.30241 -2.70435 -0.116
C 2.04230 -2.37393 -3.30318 -0.092
C 2.63894 -3.35781 -2.52419 -0.107
C 2.57168 -3.26137 -1.14427 -0.086
C 1.92611 -2.18675 -0.54453 -0.092
C 1.13603 0.69832 1.04129 -0.380
C 0.54357 1.88590 1.48883 -0.175
C 0.80232 2.40759 2.74035 -0.102
C 1.63870 1.71871 3.60968 -0.095
C 2.22533 0.53830 3.19257 -0.087
C 1.99540 0.04165 1.91420 -0.104
H 1.25284 1.57897 -2.57404 0.065
H 1.28729 2.54602 -1.10218 0.067
H 3.31679 0.43999 -1.98688 0.055
H 3.25136 1.02108 -0.32095 0.048
H 5.26188 0.03373 -0.83169 0.090
H 7.27615 -0.68171 0.36502 0.100
H 9.01271 0.96710 0.98805 0.096
H 8.72038 3.34682 0.36845 0.098
H 6.68760 4.07054 -0.82180 0.098
H 4.27724 2.83332 1.23772 0.106
H 3.60267 4.48860 2.92123 0.102
H 2.57233 6.62913 2.22455 0.098
H 2.24180 7.10783 -0.17924 0.097
H 2.95205 5.45349 -1.87447 0.086
H 0.92697 -0.55158 -3.32035 0.089
H 2.07301 -2.44275 -4.38475 0.100
H 3.14610 -4.19623 -2.98737 0.096
H 3.02267 -4.02777 -0.52563 0.103
H 1.88339 -2.15076 0.53371 0.071
H -0.16456 2.39085 0.83628 0.088
H 0.34053 3.33813 3.04721 0.107
H 1.82244 2.09625 4.60811 0.100
H 2.85879 -0.02167 3.87111 0.103
H 2.49902 -0.87167 1.62631 0.084
```

Entry 2:
The following is a quantum chemistry calculation of a cluster of 2 separate species, C5H14N2O in total, from OMol25.

gap between HOMO and LUMO: 8.7713 eV
SMILES: N/C=C/O.CC(C)N
ΔE to the lowest compared entry with this formula, charge and spin: 48.8 kcal/mol
2S+1: 1

XYZ file:
```
22
Properties=species:S:1:pos:R:3:nbo_charge:R:1
C -0.65639 -0.55437 0.80377 -0.062
C 0.64648 -1.30174 1.06947 -0.612
C -1.10534 0.22293 2.04702 -0.618
N -1.64855 -1.50369 0.31591 -0.836
H -0.49220 0.16791 0.00038 0.203
H -1.84230 -2.19743 1.03057 0.346
H -2.51957 -1.02502 0.11134 0.351
H 1.01331 -1.75236 0.15403 0.223
H 1.39955 -0.62184 1.45404 0.203
H -1.24302 -0.44627 2.89333 0.194
H -0.36178 0.96870 2.31273 0.206
H 0.48538 -2.09030 1.80412 0.195
H -2.04518 0.73351 1.85399 0.201
N 0.31755 2.33127 -1.08544 -0.821
C 1.62817 0.43115 -1.79774 0.066
C 0.52158 1.16504 -1.83350 -0.129
O 1.79010 -0.78507 -2.40117 -0.682
H 0.95190 -1.04646 -2.80561 0.475
H 1.17477 2.69137 -0.69008 0.368
H -0.17655 3.05283 -1.59528 0.371
H 2.51075 0.72360 -1.24908 0.172
H -0.34866 0.83624 -2.39279 0.187
```

Entry 3:
The following is a quantum chemistry calculation of a structure of composition C3H7N3O2 in a non-equilibrium geometry, from OMol25.

gap between HOMO and LUMO: 8.4509 eV
ΔE to the lowest compared entry with this formula, charge and spin: 177.5 kcal/mol
2S+1: 1

XYZ file:
```
15
Properties=species:S:1:pos:R:3:nbo_charge:R:1
C -0.41813 1.47220 -1.88654 0.685
C -0.53078 1.10119 -0.26036 -0.332
C 0.35414 -0.46634 1.22928 0.272
H -0.65321 0.45895 -3.69299 0.406
H -0.71823 -0.42182 -2.16800 0.406
H -0.04807 2.00305 0.34873 0.214
H -1.72517 1.20408 -0.06379 0.198
H 0.56634 0.26893 2.38590 0.192
H 0.87955 -3.01152 1.14998 0.399
H 0.74359 -1.98769 3.55808 0.430
N -0.76407 0.38975 -2.69620 -0.844
N -0.07667 -0.24635 -0.04522 -0.562
N 0.89732 -1.70278 1.62551 -0.334
O -0.06964 2.59871 -2.27585 -0.618
O 1.56301 -1.66038 2.79146 -0.512
```

Entry 4:
The following is a quantum chemistry calculation of a structure of composition C4H11LuO3 in a non-equilibrium geometry, from OMol25.

expectation value of S²: 0.751
gap between HOMO and LUMO (spin up / spin down): 6.8405 / 9.3843 eV
ΔE to the lowest compared entry with this formula, charge and spin: 8.4 kcal/mol
total charge: +1
2S+1: 2

XYZ file:
```
19
Properties=species:S:1:pos:R:3:mulliken_spin:R:1
O 0.08883 1.68749 -0.65102 -0.019
C -1.21163 1.76196 -0.14649 0.008
C -1.64566 0.40285 0.37880 0.012
O -1.41533 -0.56439 -0.64387 -0.044
C -1.69173 -1.89389 -0.23921 -0.005
Lu 0.57555 -0.04842 -1.83800 1.075
H -1.94236 2.11710 -0.89728 -0.005
H -1.27680 2.47836 0.69332 -0.001
H -2.71015 0.39477 0.66159 0.001
H -1.01803 0.12724 1.24488 -0.001
H -2.74921 -1.99303 0.04516 0.001
H -1.48637 -2.55385 -1.08993 0.005
H -1.06116 -2.17948 0.61718 0.002
O 1.92492 0.10651 0.06516 -0.043
H 1.38365 1.11515 0.36720 0.012
C 3.28347 -0.17376 0.30897 -0.013
H 3.45059 -1.25254 0.17105 0.009
H 3.94324 0.36867 -0.38836 0.007
H 3.55816 0.09927 1.34085 0.001
```

Entry 5:
The following is a quantum chemistry calculation of a cluster of 2 separate species, C29H54Br3ClIN2O5P2S in total in a non-equilibrium geometry, from OMol25.

gap between HOMO and LUMO: 7.3039 eV
ΔE to the lowest compared entry with this formula, charge and spin: 0.0 kcal/mol
total charge: +1
2S+1: 1

XYZ file:
```
98
Properties=species:S:1:pos:R:3:lowdin_charge:R:1
C 0.17042 3.92673 0.89558 0.052
C 1.17805 4.67699 1.35581 -0.076
C 2.44526 4.06719 1.84558 -0.485
O 2.36629 3.18889 2.68568 0.112
O 3.66306 4.49951 1.44432 0.001
C 3.74796 4.83511 0.06644 -0.181
C 3.76121 3.57392 -0.79610 -0.149
C 4.62411 2.46807 -0.15660 -0.159
C 3.72395 1.35549 0.40040 -0.173
C 4.42823 -0.02622 0.52920 -0.213
C 3.41894 -1.10571 0.12947 -0.234
C 3.63417 -2.54267 0.66262 -0.474
P 5.49349 -2.99456 0.51137 0.626
O 6.16031 -2.03755 1.59403 -0.309
Cl 5.91317 -2.25226 -1.38388 0.346
N 3.04532 -3.53268 -0.32840 0.023
C 1.54256 -3.77948 -0.25177 -0.643
I 1.41991 -5.90583 0.26197 1.158
C 1.00222 -3.54492 -1.67024 -0.686
Br 0.83117 -1.63912 -2.07746 0.809
C -0.32657 -4.26878 -2.08965 -0.750
C -0.19685 -4.66072 -3.56379 -0.141
Br -1.83102 -3.00863 -2.01978 0.744
C 0.90637 -3.01145 0.92880 -0.364
C -0.49287 -3.51928 1.32633 -0.164
C -1.31121 -2.41729 2.02846 -0.200
C -2.53572 -1.91990 1.24900 -0.252
C -3.65362 -1.37472 2.12950 -0.205
C -4.84656 -1.04903 1.21489 -0.264
N -4.64435 0.31432 0.69348 0.007
O 1.69489 -3.21920 2.09456 -0.198
C 3.07022 -2.82663 2.08193 -0.534
C 3.26181 -1.61100 2.99443 -0.140
C 2.73328 -1.69996 4.43000 -0.755
O 3.47671 -1.52150 5.37665 0.011
Br 0.84825 -1.98453 4.82165 0.812
P 3.91370 -4.36405 2.86470 0.402
S 5.29017 -4.03104 4.17901 0.264
H 0.32785 3.14543 0.16636 0.061
H -0.83031 4.05000 1.27898 0.071
H 1.05553 5.75128 1.40055 0.120
H 4.69556 5.34031 -0.06840 0.129
H 2.98461 5.53010 -0.27257 0.122
H 2.72870 3.26241 -0.92193 0.100
H 4.18256 3.83759 -1.75670 0.114
H 5.20904 2.88011 0.65504 0.120
H 5.25994 2.03580 -0.91979 0.108
H 2.91568 1.22121 -0.31323 0.104
H 3.32116 1.60061 1.37466 0.096
H 4.77273 -0.09623 1.55011 0.094
H 5.30013 0.01929 -0.10802 0.069
H 2.44277 -0.72807 0.40761 0.090
H 3.40340 -1.11877 -0.95323 0.059
H 6.98350 -2.43622 1.90277 0.078
H 3.33957 -3.20833 -1.25515 0.119
H 3.56551 -4.40202 -0.15503 0.056
H 1.74390 -3.87091 -2.38561 0.079
H -0.59987 -5.11606 -1.48402 0.024
H 0.43148 -3.92974 -4.05946 0.073
H 0.27918 -5.63229 -3.64293 0.091
H -1.15248 -4.63175 -4.05662 0.059
H 0.77217 -1.95631 0.71939 0.120
H -1.01168 -3.98498 0.49904 0.066
H -0.32457 -4.29046 2.06631 0.094
H -0.68967 -1.56520 2.27968 0.084
H -1.67060 -2.82380 2.96578 0.099
H -2.91913 -2.72822 0.64349 0.061
H -2.20995 -1.09664 0.61781 0.104
H -3.96313 -2.16223 2.81582 0.109
H -3.34484 -0.50004 2.68575 0.112
H -5.78359 -1.17291 1.74511 0.106
H -4.80081 -1.73953 0.38179 0.099
H -5.32841 0.92790 1.10463 0.062
H -4.73642 0.34264 -0.30789 0.050
H 2.80525 -0.73840 2.53981 0.130
H 4.32330 -1.42708 3.08918 0.096
H 2.84710 -5.05347 3.46477 0.005
H 4.30536 -5.20031 1.79669 -0.051
C -3.12435 3.19667 -1.96175 -0.116
C -4.13486 4.33770 -1.87418 -0.263
C -5.52196 3.87121 -1.43828 -0.228
C -6.21016 2.88536 -2.38282 -0.235
C -6.40683 3.37879 -3.81500 -0.269
C -7.30089 4.61142 -3.91372 -0.108
H -3.40802 2.46317 -2.71869 0.064
H -2.13894 3.58107 -2.23267 0.064
H -3.03170 2.68178 -1.00177 0.063
H -4.18418 4.86187 -2.83193 0.101
H -3.77592 5.06920 -1.14572 0.104
H -6.16140 4.74625 -1.29741 0.104
H -5.43514 3.40167 -0.45243 0.100
H -7.18743 2.63197 -1.96036 0.110
H -5.64281 1.94894 -2.40857 0.090
H -6.85752 2.57180 -4.39812 0.104
H -5.43966 3.58829 -4.28055 0.098
H -8.28690 4.41176 -3.49028 0.076
H -7.43712 4.90300 -4.95541 0.070
H -6.87116 5.46580 -3.38911 0.066
```

Entry 6:
The following is a quantum chemistry calculation of an isolated molecule of C5H5N in a non-equilibrium geometry, from OMol25.

gap between HOMO and LUMO: 10.5178 eV
ΔE to the lowest compared entry with this formula, charge and spin: 136.1 kcal/mol
2S+1: 1

XYZ file:
```
11
Properties=species:S:1:pos:R:3:nbo_charge:R:1
C 1.99196 -0.77426 0.08272 -0.044
C 1.16457 -1.69550 -0.19223 -0.105
C 2.22647 0.55585 0.23435 -0.008
C 0.35843 -0.28967 -0.56064 -0.061
C -0.94224 -0.22682 0.21605 -0.621
N 1.13295 1.05604 -0.17596 -0.328
H 2.95448 1.10692 0.69759 0.217
H 0.28465 -0.28159 -1.72399 0.251
H -1.39071 0.73351 -0.13484 0.233
H -0.55530 -0.29436 1.27079 0.228
H -1.77169 -1.07630 0.00129 0.236
```